(1)
{
  "formula": "CH4BrP",
  "method": "wB97M-V/def2-TZVPD",
  "smiles": "C=[PH2]Br",
  "e_lumo_ev": 0.152,
  "orbital_gap_ha": 0.3317,
  "homo_ev": -8.9,
  "species": ["P", "H", "H", "Br", "H", "H", "C"],
  "positions_angstrom": [[0.1577, 0.4431, 0.0759], [-1.1497, -1.4202, 0.8880], [0.4966, 1.6287, 0.9214], [2.4481, -0.1614, 0.0683], [-1.4351, -0.5187, -0.7087], [0.2869, 0.9847, -1.2195], [-0.8045, -0.9562, -0.0253]]
}



(2)
{
  "formula": "CH4BrP",
  "method": "wB97M-V/def2-TZVPD",
  "smiles": "C=[PH2]Br",
  "e_lumo_ev": -0.485,
  "orbital_gap_ha": 0.2912,
  "homo_ev": -8.4,
  "species": ["H", "Br", "P", "H", "H", "H", "C"],
  "positions_angstrom": [[-1.7596, -2.2223, -0.2768], [-3.3867, 0.0207, 0.0035], [-1.2624, -0.8550, 0.0384], [0.9531, 0.3769, -0.2683], [-0.4547, 1.5518, -0.0956], [-1.6932, -0.9768, 1.3310], [-0.0220, 0.5695, 0.3149]]
}



Of them, (1) has the highest stability.



(1)
{
  "formula": "C21H34AsClO2ReS3Si",
  "method": "wB97M-V/def2-TZVPD",
  "spin_multiplicity": 2,
  "e_lumo_ev": [-7.022, -7.160],
  "total_charge": 2,
  "orbital_gap_ha": [0.2413, 0.2260],
  "s2": 0.76,
  "homo_ev": [-13.6, -13.3],
  "species": ["C", "H", "As", "H", "H", "H", "H", "H", "S", "H", "H", "S", "H", "C", "H", "H", "O", "H", "H", "H", "H", "H", "H", "C", "C", "H", "O", "C", "C", "C", "H", "C", "H", "C", "H", "C", "C", "H", "H", "H", "H", "H", "C", "H", "H", "C", "Si", "C", "C", "H", "Cl", "C", "H", "H", "H", "C", "C", "C", "S", "Re", "C", "C", "H", "H"],
  "positions_angstrom": [[-2.2653, 2.3243, -0.0105], [2.7505, 0.5676, 2.4365], [0.6021, 0.3322, -2.2835], [2.2422, 0.1005, -4.1835], [3.8195, -2.7032, -0.0677], [3.0566, -0.1537, -2.6279], [4.8826, 2.0745, 2.5767], [1.9902, 3.8529, 5.0975], [0.0091, -0.7699, 2.4868], [3.0876, 5.2347, 5.0306], [-1.7599, 0.3004, -3.1602], [2.5962, -0.7127, 0.5069], [0.9463, 2.3986, -3.6908], [2.3955, 4.6271, 4.4427], [3.7613, -0.8667, 2.6052], [2.7678, -2.9568, 1.3131], [-1.7610, 0.0042, -0.0670], [-0.8438, -2.8390, 3.3976], [4.7159, 5.7377, 2.3314], [3.1723, 5.8423, 1.4868], [5.3160, 3.0430, 3.9810], [1.7233, -0.8085, 4.1465], [1.6243, 2.6275, -2.0662], [0.7798, 2.2296, -2.6282], [-4.5277, 2.9796, -0.5501], [1.8483, -4.1568, -0.6845], [-0.0787, 1.8787, 0.8586], [-4.8998, 1.5752, -0.5697], [-0.8320, -0.1747, -3.4759], [4.4757, 2.5866, 3.4523], [-5.9372, 1.3346, -0.7690], [3.9455, 5.1502, 1.8261], [4.4020, 4.6872, 0.9490], [1.8808, 2.9930, 2.0309], [4.0348, 1.8471, 4.1257], [0.9544, 2.4511, 1.4840], [2.8206, -2.5103, 0.3229], [1.5732, 5.2733, 4.1287], [-0.1308, 2.7473, -2.3280], [1.9407, -2.6811, -1.6374], [-0.5996, 0.1304, -4.4944], [-0.8083, 3.7825, 0.5575], [1.7914, -3.0679, -0.6315], [2.0508, -1.4390, -3.3400], [-0.9618, -1.2552, -3.4391], [-2.6294, 0.9043, -0.1337], [3.2469, 3.8909, 2.9786], [-4.0071, 0.5855, -0.3692], [-0.7818, -2.3939, 2.4046], [-2.9905, 4.3933, -0.2556], [-5.7661, 4.1281, -0.8514], [-3.2695, 3.3484, -0.2940], [-1.7991, -2.1625, 2.0835], [0.8738, -3.6557, 1.7721], [-0.7158, -4.2224, 1.2920], [1.6801, -1.1764, 3.1224], [2.1558, -0.3638, -3.2028], [-0.1049, -3.3299, 1.4269], [0.0967, -2.5581, -0.2328], [0.2844, -0.2905, 0.1324], [2.7741, -0.5130, 2.3040], [-1.0734, 2.7388, 0.4407], [1.7855, -2.2598, 3.1615], [-4.2914, -0.4568, -0.4185]]
}



(2)
{
  "formula": "C21H34AsClO2ReS3Si",
  "method": "wB97M-V/def2-TZVPD",
  "spin_multiplicity": 2,
  "e_lumo_ev": [-8.881, -8.091],
  "total_charge": 2,
  "orbital_gap_ha": [0.1662, 0.2069],
  "s2": 0.86,
  "homo_ev": [-13.4, -13.7],
  "species": ["C", "C", "Si", "C", "H", "H", "H", "H", "C", "C", "C", "C", "H", "H", "Cl", "H", "H", "H", "H", "H", "C", "H", "H", "H", "H", "C", "H", "H", "H", "H", "As", "H", "H", "H", "C", "O", "C", "C", "H", "C", "H", "H", "C", "C", "O", "H", "H", "Re", "H", "C", "C", "H", "H", "H", "C", "C", "S", "S", "H", "S", "H", "C", "C", "H"],
  "positions_angstrom": [[-0.7008, 2.5616, -2.7106], [-1.9829, 0.7384, 3.5963], [2.6177, -2.9706, -1.6653], [-0.1769, 5.2734, -2.2307], [-2.8718, 0.2175, 3.2346], [-3.9299, -2.8173, 0.9209], [-2.5979, -3.3615, -1.2586], [-2.2660, 1.3195, 4.4752], [1.5040, -1.6717, -0.9155], [-3.3410, -1.9990, 1.3467], [0.7269, -0.8906, -0.3888], [-0.3025, 4.4117, -1.1781], [-0.2294, 4.7840, -0.1668], [3.4080, -3.7128, 0.6037], [-0.0817, 5.8747, -4.8624], [1.8661, 3.4102, 2.8112], [-0.0703, 0.2384, 4.4950], [-1.3088, -2.3782, -2.0242], [1.8884, -1.5091, 3.7149], [3.2810, 0.4008, 2.8154], [-0.8887, -0.2442, 3.9650], [4.7445, -1.6870, -1.3379], [-0.5984, 3.8588, 3.2467], [1.9056, 0.9648, 3.7693], [-0.9986, -3.1954, -0.4816], [-0.5270, 3.0171, -1.3645], [-0.7566, 3.1157, -4.7753], [3.4701, -5.0379, -0.5397], [-1.1721, 0.9733, -4.0710], [-2.6563, -2.4171, 2.0833], [-2.3680, -1.1183, -0.1147], [-1.3102, -1.0184, 4.6078], [-3.5475, -0.1239, -2.1308], [4.9301, -2.8888, -2.6074], [1.6480, -0.9717, 2.7970], [-1.1319, 0.2813, -2.1811], [-0.2999, 4.8029, -3.5476], [-1.0145, 1.1793, -2.9970], [2.0624, -1.5068, 1.9412], [2.8788, -4.1875, -0.2174], [1.4718, -2.9748, -3.9070], [4.0882, -1.3819, -2.9424], [-3.8801, -0.4508, -1.1481], [-0.1984, 2.8610, 3.0539], [-0.5819, 2.2685, -0.3306], [-4.6119, -1.2607, -1.2652], [0.8840, 3.6631, 1.3587], [-0.4530, 0.4214, 0.6178], [-4.0346, -1.3118, 1.8304], [2.1895, 0.4431, 2.8570], [-1.7555, -2.6870, -1.0801], [-4.3534, 0.3870, -0.6334], [1.9347, -4.5652, 0.1641], [0.0106, 2.3896, 4.0137], [4.2571, -2.1461, -2.1916], [1.0558, 2.9982, 2.2085], [1.6913, 1.4809, 1.4158], [-1.5610, 1.9131, 2.2595], [2.3172, -4.4898, -3.6261], [-0.1523, -1.1370, 2.5176], [0.7674, -4.1938, -2.8488], [-0.5974, 3.4663, -3.7668], [1.6985, -3.7291, -3.1595], [0.0114, 6.3203, -2.0546]]
}



Of them, (1) has the highest stability.